Entry 1:
{"formula": "C7H8IN2O", "method": "ωB97M-V with the def2-TZVPD basis set", "symbols": ["C", "C", "C", "C", "C", "C", "C", "N", "N", "O", "I", "H", "H", "H", "H", "H", "H", "H", "H"], "positions_angstrom": [[1.133, 0.882, -2.301], [0.503, 2.025, -1.813], [0.909, -0.368, -1.744], [-0.378, 1.977, -0.743], [0.032, -0.418, -0.679], [-0.597, 0.732, -0.187], [-1.229, -0.921, 1.062], [-0.459, -1.466, 0.104], [-0.032, -0.872, 2.735], [-1.423, 0.360, 0.857], [0.019, -3.435, -0.074], [1.809, 0.969, -3.136], [0.704, 2.975, -2.282], [1.390, -1.256, -2.122], [-0.872, 2.855, -0.364], [-1.974, -1.481, 1.606], [0.110, -1.802, 3.118], [-0.515, -0.301, 3.421], [0.872, -0.454, 2.541]], "total_charge": 1, "orbital_gap_ev": 8.06, "lumo_ev": -4.52, "total_energy_ha": -753.71947, "e_above_lowest_kcal_mol": 0.0, "largest_force_ev_per_a": 1.43, "homo_energy_ev": -12.58}



Entry 2:
{"formula": "C7H8LaN2O5", "method": "ωB97M-V with the def2-TZVPD basis set", "symbols": ["La", "C", "O", "C", "O", "C", "O", "C", "O", "C", "H", "H", "C", "H", "H", "N", "C", "N", "O", "H", "H", "H", "H"], "positions_angstrom": [[-0.061, 0.557, -0.569], [0.050, 2.255, 1.583], [0.002, 2.771, 2.607], [0.012, 3.014, -1.502], [0.001, 4.071, -1.957], [-2.662, 1.084, -0.660], [-3.800, 1.034, -0.498], [2.673, 0.924, -0.507], [3.817, 1.037, -0.455], [0.022, -1.040, -2.497], [0.946, -1.617, -2.357], [-0.901, -1.611, -2.326], [0.017, 0.226, -3.039], [-0.905, 0.732, -3.355], [0.936, 0.732, -3.362], [-0.897, -2.476, 2.707], [-0.232, -1.567, 1.999], [1.043, -1.280, 2.305], [-0.801, -0.945, 1.016], [-0.422, -2.947, 3.458], [-1.860, -2.711, 2.484], [1.519, -0.513, 1.848], [1.502, -1.730, 3.078]], "total_charge": 3, "orbital_gap_ev": 8.01, "lumo_ev": -13.33, "total_energy_ha": -787.74247, "e_above_lowest_kcal_mol": 0.0, "largest_force_ev_per_a": 6.41, "homo_energy_ev": -21.34}



Entry 3:
{"formula": "C7H8N2", "method": "ωB97M-V with the def2-TZVPD basis set", "symbols": ["C", "C", "C", "C", "C", "C", "C", "N", "N", "H", "H", "H", "H", "H", "H", "H", "H"], "positions_angstrom": [[-1.655, 0.122, 1.036], [-1.009, 0.593, -0.119], [-1.595, -1.228, 1.321], [1.132, -0.286, -0.201], [1.112, 0.952, -1.027], [-0.074, 1.577, -0.343], [0.235, -2.423, 0.127], [-0.880, -2.178, 0.822], [0.941, -1.491, -0.584], [-2.207, 0.877, 1.592], [-0.907, -0.202, -0.855], [-2.221, -1.720, 2.198], [1.250, -0.066, 0.859], [2.102, 1.549, -0.988], [0.962, 0.924, -2.036], [0.038, 2.374, 0.509], [0.570, -3.386, 0.094]], "total_charge": 0, "orbital_gap_ev": [6.64, 7.01], "s2": 2.049, "lumo_ev": [0.76, -1.97], "total_energy_ha": -380.78954, "e_above_lowest_kcal_mol": 44.2, "largest_force_ev_per_a": 5.33, "homo_energy_ev": [-5.88, -8.98], "spin_multiplicity": 3}



Entry 4:
{"formula": "C7H8N2O2", "method": "ωB97M-V with the def2-TZVPD basis set", "symbols": ["C", "C", "C", "C", "C", "C", "C", "N", "N", "O", "O", "H", "H", "H", "H", "H", "H", "H", "H"], "positions_angstrom": [[-3.346, 0.176, 0.028], [-2.101, 0.991, 0.080], [-2.871, -1.087, -0.154], [-1.010, 0.128, -0.106], [3.854, -0.342, 0.069], [2.654, 0.238, -0.063], [1.355, -0.421, -0.121], [-1.491, -1.111, -0.252], [0.327, 0.425, -0.202], [1.092, -1.601, -0.070], [0.509, 1.804, -0.067], [-4.234, 0.518, 0.391], [-1.954, 2.086, 0.278], [-3.393, -2.064, -0.211], [4.774, 0.252, -0.152], [4.017, -1.373, -0.242], [2.440, 1.264, 0.037], [-0.902, -1.899, -0.124], [0.280, 2.017, 0.879]], "total_charge": 0, "orbital_gap_ev": 7.97, "lumo_ev": 0.04, "total_energy_ha": -531.41844, "e_above_lowest_kcal_mol": 88.2, "largest_force_ev_per_a": 5.27, "homo_energy_ev": -7.93, "smiles": "C=CC(=O)N(O)c1ccc[nH]1"}



Entry 5:
{"formula": "C7H8N2O2", "method": "ωB97M-V with the def2-TZVPD basis set", "symbols": ["C", "C", "C", "C", "C", "C", "C", "N", "N", "O", "O", "H", "H", "H", "H", "H", "H", "H", "H"], "positions_angstrom": [[3.133, 0.363, -0.105], [2.339, 1.202, 0.561], [2.784, -0.902, -0.424], [1.064, 0.852, 0.862], [1.485, -1.395, -0.100], [0.623, -0.422, 0.516], [-3.700, 0.304, -0.478], [-1.769, 0.795, 0.561], [-0.761, -0.706, 0.686], [-1.193, -1.828, 0.822], [-3.009, 0.625, 0.702], [4.122, 0.685, -0.321], [2.740, 2.136, 1.014], [3.427, -1.457, -1.076], [0.129, 1.462, 1.150], [1.211, -2.408, -0.418], [-3.541, 1.013, -1.324], [-4.745, 0.407, -0.029], [-3.496, -0.806, -0.728]], "total_charge": 0, "orbital_gap_ev": [8.87, 6.79], "lumo_ev": [0.00, -0.78], "total_energy_ha": -531.26114, "e_above_lowest_kcal_mol": 187.0, "largest_force_ev_per_a": 4.35, "homo_energy_ev": [-8.87, -7.57]}



Entry 6:
{"formula": "C7H8N2O2", "method": "ωB97M-V with the def2-TZVPD basis set", "symbols": ["C", "C", "C", "C", "C", "C", "C", "H", "H", "H", "H", "H", "H", "H", "H", "N", "N", "O", "O"], "positions_angstrom": [[-2.256, 1.215, -0.433], [-1.070, 0.401, -0.340], [-0.781, -0.653, -1.241], [0.520, -1.246, -1.367], [1.388, -1.121, -0.154], [1.315, 0.109, 0.713], [0.054, 0.573, 0.587], [-2.590, 1.519, -1.864], [-3.124, 0.822, 0.328], [-1.861, 2.438, 0.127], [-1.671, -0.987, -1.954], [0.698, -2.164, -2.037], [2.949, -1.968, 0.651], [3.057, -2.232, -1.003], [1.830, 0.333, 1.609], [2.795, -1.517, -0.227], [-0.292, 1.354, 1.870], [-1.056, 2.351, 1.882], [0.093, 0.772, 2.853]], "total_charge": 0, "orbital_gap_ev": 8.20, "lumo_ev": -0.27, "total_energy_ha": -531.23593, "e_above_lowest_kcal_mol": 202.8, "largest_force_ev_per_a": 6.31, "homo_energy_ev": -8.47}



Entry 7:
{"formula": "C7H8N2O2", "method": "ωB97M-V with the def2-TZVPD basis set", "symbols": ["C", "C", "C", "C", "C", "C", "C", "H", "H", "H", "H", "H", "H", "H", "H", "N", "N", "O", "O"], "positions_angstrom": [[1.417, 0.954, -0.033], [2.227, -0.125, -0.571], [1.696, -1.447, -0.212], [0.319, -1.743, 0.018], [-0.508, -0.667, 0.169], [-1.961, -0.879, 0.464], [-2.763, 0.323, -0.141], [0.852, 3.031, 0.309], [2.711, 2.751, 0.737], [3.335, -0.121, -0.568], [2.388, -2.216, -0.385], [-0.080, -2.902, -0.122], [-2.235, -0.983, 1.536], [-1.921, -1.918, -0.247], [-0.981, 1.481, -0.772], [1.566, 2.203, 0.524], [0.100, 0.482, 0.015], [-2.093, 1.570, -0.727], [-4.069, 0.206, 0.007]], "total_charge": 0, "orbital_gap_ev": 9.11, "lumo_ev": 0.18, "total_energy_ha": -531.33845, "e_above_lowest_kcal_mol": 138.4, "largest_force_ev_per_a": 7.69, "homo_energy_ev": -8.93}



Entry 8:
{"formula": "C7H8N2O2S", "method": "ωB97M-V with the def2-TZVPD basis set", "symbols": ["C", "C", "C", "C", "C", "C", "C", "N", "N", "O", "O", "S", "H", "H", "H", "H", "H", "H", "H", "H"], "positions_angstrom": [[-1.682, -1.874, -0.398], [-1.043, -1.852, 0.876], [-1.374, -0.872, -1.320], [-0.083, -0.878, 1.097], [-0.533, 0.219, -1.009], [0.167, 0.053, 0.151], [1.331, 0.941, 0.540], [2.218, 0.449, 1.343], [1.376, 2.218, 0.126], [2.245, -1.760, -0.494], [3.439, 0.180, -1.121], [3.251, -0.857, -0.120], [-2.345, -2.662, -0.790], [-1.154, -2.773, 1.414], [-1.885, -0.780, -2.280], [0.419, -0.847, 2.027], [-0.305, 0.855, -1.801], [3.068, 1.015, 1.522], [0.913, 2.564, -0.747], [2.228, 2.739, 0.118]], "total_charge": 0, "orbital_gap_ev": 9.44, "lumo_ev": 0.05, "total_energy_ha": -929.68617, "e_above_lowest_kcal_mol": 39.9, "largest_force_ev_per_a": 3.90, "homo_energy_ev": -9.39}